(1)
129
Properties=species:S:1:pos:R:3 method="wB97M-V/def2-TZVPD" smiles="C[N+](=O)[O-].C[N+](=O)[O-].CCOC(=O)OC.CCOC(=O)OC.CCOC(=O)OC.CCOC(=O)OC.CCOC(=O)OC.O=C1OCCO1.O=C1OCCO1.O=C1OCCO1.O=C1OCCO1" e_tot_ha=-3774.5361
C 10.320 9.492 8.744
C 9.749 10.153 10.012
O 10.397 9.540 11.170
C 10.035 10.020 12.366
O 9.211 10.833 12.620
O 10.684 9.313 13.389
C 11.316 8.047 13.198
H 11.433 9.369 8.789
H 9.940 10.100 7.967
H 9.926 8.457 8.580
H 8.699 9.873 10.150
H 9.838 11.238 10.087
H 11.229 7.637 12.157
H 10.776 7.370 13.897
H 12.389 8.125 13.528
C 10.818 9.532 18.497
C 11.322 10.970 18.481
O 11.004 11.681 19.701
C 9.712 11.952 19.871
O 8.873 11.780 19.046
O 9.463 12.366 21.121
C 8.143 12.866 21.405
H 11.364 8.963 17.712
H 9.737 9.410 18.296
H 10.992 9.167 19.511
H 10.964 11.540 17.629
H 12.415 11.075 18.434
H 7.776 12.232 22.228
H 7.537 12.807 20.498
H 8.263 13.932 21.689
C 16.214 12.593 19.211
C 16.610 13.993 19.610
O 16.331 14.316 21.005
C 15.080 14.655 21.411
O 14.793 14.934 22.565
O 14.267 14.600 20.344
C 12.893 15.021 20.652
H 16.543 11.868 19.957
H 16.719 12.397 18.272
H 15.119 12.484 19.117
H 16.169 14.767 19.004
H 17.683 14.047 19.579
H 12.398 14.162 21.105
H 12.348 15.466 19.772
H 13.053 15.694 21.459
C 9.811 20.336 16.335
C 9.792 19.024 17.101
O 11.086 18.573 17.426
C 11.633 17.587 16.833
O 11.222 17.048 15.810
O 12.693 17.211 17.598
C 13.531 16.133 17.168
H 10.270 20.225 15.357
H 10.487 21.074 16.836
H 8.860 20.780 16.149
H 9.338 18.281 16.491
H 9.333 19.197 18.078
H 13.079 15.539 16.346
H 13.741 15.561 18.032
H 14.433 16.554 16.730
C 8.635 10.891 15.757
C 7.963 9.658 15.249
O 7.836 8.638 16.209
C 8.150 7.393 15.746
O 8.632 7.114 14.684
O 7.882 6.453 16.685
C 7.404 6.802 17.942
H 8.456 10.873 16.853
H 8.206 11.762 15.241
H 9.722 10.804 15.577
H 8.491 9.195 14.405
H 6.962 9.892 14.816
H 7.174 5.878 18.444
H 6.542 7.431 17.833
H 8.160 7.381 18.525
C 18.308 13.631 13.511
C 19.369 13.348 14.590
O 19.042 14.344 15.585
C 17.731 14.660 15.430
O 17.120 15.261 16.246
O 17.189 14.047 14.335
H 18.001 12.755 12.904
H 18.523 14.425 12.814
H 20.400 13.486 14.224
H 19.267 12.385 15.090
C 14.057 9.586 11.375
C 13.990 10.352 12.695
O 15.324 11.017 12.692
C 15.990 10.705 11.601
O 17.026 11.171 11.227
O 15.391 9.701 10.907
H 13.501 9.960 10.540
H 13.851 8.575 11.545
H 14.068 9.664 13.533
H 13.249 11.200 12.859
C 9.630 14.379 17.401
C 8.181 14.600 17.577
O 8.174 15.437 18.758
C 9.307 15.282 19.403
O 9.481 15.647 20.536
O 10.230 14.606 18.669
H 10.096 15.119 16.746
H 9.922 13.444 17.002
H 7.669 13.635 17.687
H 7.728 15.195 16.824
C 9.641 15.203 11.311
C 9.503 15.171 12.868
O 10.452 14.252 13.321
C 10.964 13.537 12.250
O 11.640 12.560 12.374
O 10.437 13.990 11.077
H 10.167 16.111 10.983
H 8.770 15.029 10.680
H 8.481 14.815 13.001
H 9.647 16.163 13.355
C 14.066 17.928 13.755
N 13.451 17.006 12.767
O 13.331 15.843 13.097
O 13.125 17.483 11.691
H 14.584 17.337 14.503
H 13.161 18.442 14.176
H 14.716 18.610 13.207
C 14.394 13.375 15.055
N 13.536 12.437 15.896
O 13.212 11.337 15.470
O 13.287 12.862 16.985
H 13.713 14.169 14.667
H 14.845 12.879 14.241
H 15.129 13.812 15.687

***

(2)
114
Properties=species:S:1:pos:R:3 method="wB97M-V/def2-TZVPD" total_charge=-1 e_tot_ha=-2665.7792
C 4.044 0.260 0.311
C 3.540 1.072 -0.847
O 2.993 0.588 -1.811
O 3.717 2.411 -0.696
C 2.512 3.195 -0.968
O 2.285 3.559 -2.072
C 1.632 3.478 0.249
N 0.257 3.251 -0.120
C -0.342 2.212 0.638
C 0.066 0.757 0.219
O 0.229 -0.108 1.345
C -0.932 0.146 -0.735
F -2.172 -0.049 -0.233
F -0.531 -1.099 -1.169
F -1.076 0.885 -1.846
H 4.773 0.815 0.896
H 4.478 -0.660 -0.079
H 3.186 0.003 0.935
H 1.803 4.558 0.439
H 1.965 2.913 1.129
H -1.429 2.292 0.488
H -0.186 2.243 1.740
H 0.987 0.816 -0.370
H 0.508 -0.975 1.022
C -1.985 -0.819 -5.999
C -2.871 -1.813 -5.286
O -3.369 -2.747 -5.878
C -3.075 -1.608 -3.810
H -1.893 -1.094 -7.048
H -2.398 0.188 -5.924
H -0.997 -0.819 -5.535
H -3.556 -0.647 -3.618
H -2.111 -1.614 -3.299
H -3.699 -2.403 -3.413
C -6.258 -2.444 1.314
C -4.976 -3.108 1.746
O -4.975 -3.987 2.584
C -3.713 -2.628 1.087
H -7.093 -2.875 1.859
H -6.217 -1.375 1.522
H -6.411 -2.586 0.242
H -3.563 -1.565 1.279
H -3.783 -2.775 0.007
H -2.862 -3.183 1.475
C 1.068 7.672 2.026
C 0.477 6.663 2.986
O 0.468 5.488 2.732
C -0.107 7.210 4.274
H 1.443 7.150 1.149
H 0.306 8.392 1.720
H 1.885 8.216 2.506
H -0.912 7.913 4.053
H 0.663 7.736 4.842
H -0.499 6.388 4.869
C -6.982 -0.730 6.095
C -7.400 -1.486 4.855
O -7.695 -0.910 3.836
C -7.417 -2.992 4.958
H -7.004 0.339 5.895
H -7.658 -0.960 6.919
H -5.972 -1.021 6.387
H -8.107 -3.301 5.746
H -6.421 -3.363 5.202
H -7.728 -3.425 4.013
C 5.340 2.612 -3.467
C 6.528 1.845 -2.960
O 6.459 1.079 -2.024
C 7.845 2.080 -3.671
H 4.463 2.358 -2.888
H 5.532 3.683 -3.373
H 5.150 2.379 -4.518
H 8.118 3.135 -3.607
H 7.750 1.814 -4.725
H 8.624 1.476 -3.212
C 1.965 0.437 -7.697
C 2.485 1.317 -6.580
O 3.530 1.917 -6.697
C 1.626 1.400 -5.345
H 2.660 0.456 -8.534
H 1.853 -0.589 -7.342
H 0.988 0.793 -8.028
H 1.493 0.404 -4.918
H 0.647 1.804 -5.612
H 2.084 2.038 -4.591
C 4.009 2.010 4.997
C 3.260 1.405 3.828
O 3.161 1.987 2.778
C 2.642 0.046 4.049
H 4.400 2.984 4.711
H 3.339 2.125 5.851
H 4.835 1.359 5.292
H 1.927 0.097 4.873
H 3.417 -0.681 4.292
H 2.123 -0.268 3.148
C -6.258 -4.756 -3.731
C -5.600 -4.622 -2.380
O -5.290 -3.543 -1.933
C -5.337 -5.898 -1.617
H -6.384 -3.772 -4.175
H -5.638 -5.367 -4.389
H -7.233 -5.238 -3.626
H -4.685 -6.552 -2.200
H -6.275 -6.424 -1.431
H -4.859 -5.665 -0.668
C 6.080 -3.235 3.870
C 4.714 -3.459 3.263
O 4.094 -2.559 2.754
C 4.165 -4.865 3.325
H 6.360 -2.190 3.759
H 6.068 -3.499 4.929
H 6.820 -3.861 3.368
H 4.081 -5.190 4.364
H 4.834 -5.552 2.803
H 3.184 -4.893 2.858